Record 1
# C26H18BF4IN4O4SV

A structure of composition C26H18BF4IN4O4SV at a distorted geometry (ωB97M-V/def2-TZVPD, the Open Molecules 2025 dataset).

The maximum force comes out at 1.652 eV Å⁻¹. The value obtained for the energy above the lowest of the compared OMol25 structures with the same formula, charge and spin is 14.4 kcal/mol. The frontier orbital gap (spin up / spin down) comes out at 5.9 / 6.1 eV. Its HOMO energy (spin up / spin down) is -7.4 / -7.4 eV.

ORCA input file:
```
! RIJCOSX wB97M-V def2-TZVPD def2/J DEFGRID3
* xyz 0 2
V -1.19662 -0.25938 -0.77338
O -0.17324 2.49666 -3.36479
C -0.57673 1.50090 -2.87099
O -0.51339 1.18141 -1.52864
C -1.25608 0.34421 -3.57026
C -1.63173 0.23182 -4.88938
C -2.33736 -0.91044 -5.26267
C -2.66179 -1.88739 -4.32964
C -2.25235 -1.68883 -3.02524
N -1.55940 -0.61335 -2.71009
C -2.52286 -2.53628 -1.80292
O -2.98302 -3.63177 -1.80503
O -2.10546 -1.84250 -0.70839
H -1.39797 1.02237 -5.58825
H -2.65770 -1.02584 -6.28958
H -3.23078 -2.76881 -4.58866
I -0.87523 -0.52206 2.00268
C 0.42192 -2.08121 1.58894
C 0.77456 -2.91605 2.60420
C 1.75643 -3.90861 2.37193
C 2.36997 -3.97928 1.15970
C 2.01347 -3.10133 0.10203
C 2.70843 -3.14237 -1.13347
C 2.39331 -2.26875 -2.12610
C 1.31622 -1.36739 -1.95997
C 0.57787 -1.31034 -0.80996
C 0.97555 -2.15484 0.28017
H 0.32620 -2.81779 3.58330
H 2.02955 -4.58550 3.17015
H 3.15266 -4.70678 0.98243
H 3.50209 -3.86835 -1.26206
H 2.94672 -2.27085 -3.05620
H 1.09179 -0.71152 -2.79277
C 4.05859 0.07806 1.73202
N 3.00110 0.86811 2.33095
C 2.72326 0.94451 3.68185
C 1.66979 1.75964 3.82653
N 1.28909 2.18065 2.54805
C 2.12926 1.62844 1.59815
S 2.19444 1.80996 -0.04150
C 0.11296 2.95105 2.31762
C -0.44333 3.69946 3.35720
C -1.61781 4.37981 3.09911
C -2.18441 4.31365 1.83125
C -1.53566 3.55754 0.87397
N -0.41319 2.87389 1.11345
H 4.65388 -0.34983 2.53550
H 4.67555 0.70939 1.09492
H 3.63546 -0.71431 1.11282
H 3.29486 0.40965 4.41806
H 1.14704 2.04497 4.71682
H 0.02030 3.77564 4.32791
H -2.08402 4.95884 3.88574
H -3.10927 4.81835 1.59212
H -1.93937 3.47419 -0.12716
F -3.34162 1.19077 -1.95043
B -3.99596 1.20883 -0.69404
F -5.06387 0.34381 -0.70482
F -2.99325 0.69172 0.24864
F -4.30883 2.49342 -0.32182
*
```

natural (NBO) atomic charge list, values in e, 5 entries: 1.486 -0.480 0.789 -0.654 0.109

Record 2
# C26H18BrClF4N2NiO4PS2

A structure of composition C26H18BrClF4N2NiO4PS2 (ωB97M-V/def2-TZVPD, the Open Molecules 2025 dataset).

The maximum force comes out at 0.501 eV Å⁻¹. The value obtained for the energy above the lowest of the compared OMol25 structures with the same formula, charge and spin is 4.0 kcal/mol. The frontier orbital gap (spin up / spin down) comes out at 9.1 / 8.1 eV. Its HOMO energy (spin up / spin down) is -11.8 / -11.8 eV.

ORCA input file:
```
! RIJCOSX wB97M-V def2-TZVPD def2/J DEFGRID3
* xyz 1 3
Ni -1.77244 -0.40173 -0.25122
C -2.31765 3.04468 0.84428
C -3.42665 2.05239 0.75718
N -3.30793 0.79108 0.41716
C -4.53432 0.14290 0.37389
C -5.58468 0.91910 0.71405
S -5.05266 2.50385 1.05530
C -4.51882 -1.25338 -0.04923
C -5.54726 -2.11946 -0.17781
S -4.97096 -3.61924 -0.75296
C -3.36565 -3.02172 -0.78916
N -3.28562 -1.77569 -0.39327
C -2.22315 -3.87965 -1.19384
H -1.36328 2.54159 0.74776
H -2.35788 3.58751 1.78860
H -2.40792 3.77560 0.03945
H -6.62794 0.65416 0.75832
H -6.59386 -1.94994 0.01305
H -2.56507 -4.74294 -1.76032
H -1.71048 -4.24020 -0.30054
H -1.52421 -3.30195 -1.79607
F 2.64023 -5.20346 -0.07108
C 2.34982 -3.92055 0.01703
C 3.18954 -2.97619 -0.52878
F 4.29957 -3.34725 -1.13542
C 2.87302 -1.63335 -0.41048
F 3.76222 -0.76834 -0.89715
C 1.70604 -1.19656 0.20523
P 1.26850 0.58610 0.23645
C 2.06469 1.40710 -1.11760
C 1.95269 0.88360 -2.40402
C 2.47350 1.59631 -3.46968
C 3.10070 2.81772 -3.25154
C 3.20228 3.34034 -1.96936
C 2.68099 2.63861 -0.89346
C 1.91019 1.17982 1.79825
C 1.03469 1.63959 2.77501
C 1.53929 2.05628 3.99923
C 2.90533 2.01032 4.24073
C 3.77846 1.54759 3.26474
C 3.28432 1.12902 2.03958
C 0.89388 -2.17673 0.78378
Br -0.62348 -1.76118 1.84468
C 1.21403 -3.51368 0.69140
F 0.45807 -4.44207 1.27216
H 1.44720 -0.05728 -2.57393
H 2.38167 1.19857 -4.47120
H 3.50912 3.36910 -4.08812
H 3.68679 4.29334 -1.80492
H 2.75276 3.04205 0.10701
H -0.02925 1.66226 2.58273
H 0.86523 2.41435 4.76600
H 3.29340 2.33554 5.19686
H 4.84207 1.51375 3.45796
H 3.96046 0.77081 1.27183
O -0.81582 0.33197 -3.64266
Cl -1.61267 -0.49649 -2.77000
O -2.31481 -1.53434 -3.49269
O -0.62964 -1.21990 -1.80749
O -0.23665 0.77628 0.20427
*
```

natural (NBO) atomic charge list, values in e, 5 entries: 1.421 -0.687 0.110 -0.613 0.175

What did the first record say?
# C26H18BF4IN4O4SV

A structure of composition C26H18BF4IN4O4SV at a distorted geometry (ωB97M-V/def2-TZVPD, the Open Molecules 2025 dataset).

The maximum force comes out at 1.652 eV Å⁻¹. The value obtained for the energy above the lowest of the compared OMol25 structures with the same formula, charge and spin is 14.4 kcal/mol. The frontier orbital gap (spin up / spin down) comes out at 5.9 / 6.1 eV. Its HOMO energy (spin up / spin down) is -7.4 / -7.4 eV.

ORCA input file:
```
! RIJCOSX wB97M-V def2-TZVPD def2/J DEFGRID3
* xyz 0 2
V -1.19662 -0.25938 -0.77338
O -0.17324 2.49666 -3.36479
C -0.57673 1.50090 -2.87099
O -0.51339 1.18141 -1.52864
C -1.25608 0.34421 -3.57026
C -1.63173 0.23182 -4.88938
C -2.33736 -0.91044 -5.26267
C -2.66179 -1.88739 -4.32964
C -2.25235 -1.68883 -3.02524
N -1.55940 -0.61335 -2.71009
C -2.52286 -2.53628 -1.80292
O -2.98302 -3.63177 -1.80503
O -2.10546 -1.84250 -0.70839
H -1.39797 1.02237 -5.58825
H -2.65770 -1.02584 -6.28958
H -3.23078 -2.76881 -4.58866
I -0.87523 -0.52206 2.00268
C 0.42192 -2.08121 1.58894
C 0.77456 -2.91605 2.60420
C 1.75643 -3.90861 2.37193
C 2.36997 -3.97928 1.15970
C 2.01347 -3.10133 0.10203
C 2.70843 -3.14237 -1.13347
C 2.39331 -2.26875 -2.12610
C 1.31622 -1.36739 -1.95997
C 0.57787 -1.31034 -0.80996
C 0.97555 -2.15484 0.28017
H 0.32620 -2.81779 3.58330
H 2.02955 -4.58550 3.17015
H 3.15266 -4.70678 0.98243
H 3.50209 -3.86835 -1.26206
H 2.94672 -2.27085 -3.05620
H 1.09179 -0.71152 -2.79277
C 4.05859 0.07806 1.73202
N 3.00110 0.86811 2.33095
C 2.72326 0.94451 3.68185
C 1.66979 1.75964 3.82653
N 1.28909 2.18065 2.54805
C 2.12926 1.62844 1.59815
S 2.19444 1.80996 -0.04150
C 0.11296 2.95105 2.31762
C -0.44333 3.69946 3.35720
C -1.61781 4.37981 3.09911
C -2.18441 4.31365 1.83125
C -1.53566 3.55754 0.87397
N -0.41319 2.87389 1.11345
H 4.65388 -0.34983 2.53550
H 4.67555 0.70939 1.09492
H 3.63546 -0.71431 1.11282
H 3.29486 0.40965 4.41806
H 1.14704 2.04497 4.71682
H 0.02030 3.77564 4.32791
H -2.08402 4.95884 3.88574
H -3.10927 4.81835 1.59212
H -1.93937 3.47419 -0.12716
F -3.34162 1.19077 -1.95043
B -3.99596 1.20883 -0.69404
F -5.06387 0.34381 -0.70482
F -2.99325 0.69172 0.24864
F -4.30883 2.49342 -0.32182
*
```

natural (NBO) atomic charge list, values in e, 5 entries: 1.486 -0.480 0.789 -0.654 0.109

- What is the maximum force in the second record?
  0.501 eV Å⁻¹

- Look up the energy above the lowest of the compared OMol25 structures with the same formula, charge and spin of the first one.
  14.4 kcal/mol

- Among the records above, which one has the lowest maximum force?
  C26H18BrClF4N2NiO4PS2